Below is ClH6O3Zn as an isolated structure at a distorted geometry, with properties calculated with ωB97M-V/def2-TZVPD.

The geometry in XYZ format:
```
11
Properties=species:S:1:pos:R:3:forces:R:3
Zn 9.7032 -29.5586 8.8244 3.1 -0.7 -1.0
Cl 11.6324 -30.0918 7.4642 -2.3 0.8 1.4
O 11.6308 -32.6438 5.6719 -0.1 0.0 0.2
H 12.1414 -33.3414 6.0954 0.0 0.0 -0.1
H 11.4711 -31.9954 6.3686 0.1 -0.3 -0.3
O 10.9130 -29.6707 10.5307 -0.7 -0.1 0.2
H 11.7934 -30.0600 10.3964 0.0 0.1 -0.4
H 10.6762 -29.8882 11.4458 -0.2 0.2 0.0
O 13.2951 -27.3159 6.7474 -0.1 0.0 0.2
H 13.1676 -28.1623 7.1879 0.1 0.1 -0.1
H 13.8402 -26.8023 7.3525 0.1 0.0 -0.1
```
Positions in Å, forces in eV/Å.

Summary:
* highest occupied orbital energy: -13.86 eV
* total charge: +1
* relative energy (zero: lowest compared OMol25 entry of this formula, charge and spin): 0.0 kcal/mol
* LUMO: -8.5373 eV
* E: -67171.848 eV
* gap between HOMO and LUMO: 5.3 eV



Below is a 2-piece molecular cluster, ClH8N3Si2 overall at a distorted geometry, with properties calculated with ωB97M-V/def2-TZVPD.

The geometry in XYZ format:
```
14
Properties=species:S:1:pos:R:3:forces:R:3
N 1.8360 -1.1022 -1.3356 2.7 -1.8 -0.9
N -2.4908 -1.5932 0.9215 0.1 0.5 0.4
N 1.2443 1.1590 0.6323 -3.5 4.0 2.0
Si -0.2357 2.0354 0.2358 -0.6 2.6 0.6
Si 2.0874 0.0410 -0.1177 1.5 -4.4 -1.4
Cl 4.0181 -0.0107 0.4308 1.1 0.2 0.0
H 0.8896 -1.3408 -1.5601 -0.3 -0.3 -0.3
H 2.5996 -1.8777 -1.5910 -2.2 2.1 0.6
H -2.7528 -2.4496 0.4410 -0.1 0.6 0.0
H -3.2216 -0.8836 0.9989 0.0 -0.8 -0.2
H -1.7066 -1.1281 0.4816 0.0 -0.4 -0.1
H -0.3017 3.3927 1.2263 0.2 -1.9 -1.6
H -1.5657 1.3788 0.4792 0.7 -0.4 0.3
H -0.4001 2.3790 -1.2429 0.4 0.0 0.8
```
Positions in Å, forces in eV/Å.

Summary:
* highest occupied orbital energy (spin up / spin down): -4.91 / -9.94 eV
* spin multiplicity: 3
* LUMO (spin up / spin down): 0.6274 / -3.7971 eV
* E: -32874.687 eV
* gap between HOMO and LUMO (spin up / spin down): 5.5 / 6.1 eV
* ⟨S²⟩: 2.006



Below is ClH8Na4O8 as an isolated structure at a distorted geometry, with properties calculated with ωB97M-V/def2-TZVPD.

The geometry in XYZ format:
```
21
Properties=species:S:1:pos:R:3:forces:R:3
Na 2.0973 3.2773 -2.3056 -0.1 -0.1 0.2
Na -0.5812 -3.2933 0.3186 -0.5 0.5 -0.6
Na 4.2528 -0.2774 -1.2726 -0.1 -0.1 0.1
Na 2.6951 -1.5321 2.5743 0.0 0.4 -0.2
Cl 0.7368 0.4410 -0.0738 -2.3 -0.6 0.3
O 1.7667 0.5889 -1.0272 2.1 0.6 -2.3
O -0.2008 -0.5426 -0.4455 -1.3 -1.4 -1.6
O 1.2868 -0.0384 1.1160 2.3 -0.7 3.6
O 0.0600 1.6587 0.1154 -0.2 1.9 0.1
O -3.1074 1.1917 -0.2210 -0.3 -0.3 0.1
H -2.4736 0.8897 -0.8715 0.2 -0.1 -0.2
H -2.5725 1.5557 0.4844 0.1 0.3 0.2
O 1.3063 3.9066 2.1591 0.3 0.1 -0.2
H 0.8896 3.5628 1.3689 -0.3 -0.1 -0.1
H 0.9682 3.3580 2.8668 -0.1 -0.1 0.3
O -2.6631 -2.1377 0.8037 0.7 -0.5 0.0
H -2.6351 -1.2043 1.0140 0.0 0.5 -0.1
H -3.5520 -2.2843 0.4804 -0.3 -0.1 -0.1
O 0.4041 -3.0406 -2.0104 0.0 -0.3 0.6
H 0.3655 -2.3578 -2.6802 -0.2 0.3 -0.1
H 0.9565 -3.7218 -2.3938 0.1 -0.3 -0.2
```
Positions in Å, forces in eV/Å.

Summary:
* highest occupied orbital energy (spin up / spin down): -10.24 / -16.00 eV
* spin multiplicity: 2
* total charge: +2
* LUMO (spin up / spin down): -6.9670 / -6.6448 eV
* E: -46678.480 eV
* gap between HOMO and LUMO (spin up / spin down): 3.3 / 9.4 eV
* ⟨S²⟩: 0.750



Below is one molecule with the formula ClHN2O4S at a distorted geometry, with properties calculated with ωB97M-V/def2-TZVPD.

The geometry in XYZ format:
```
9
Properties=species:S:1:pos:R:3:forces:R:3
N -0.3116 -1.0268 -0.2234 -2.2 0.6 -0.4
N 2.1608 0.2064 0.8573 -0.2 -0.4 -0.3
O 1.4076 1.0710 1.1865 0.0 0.3 0.2
O 3.3035 0.0057 1.1634 -1.0 -0.2 -0.5
O 1.3385 -0.3169 -1.7452 0.3 1.2 -0.6
O 1.8958 -2.2880 -0.4191 -0.4 1.5 1.1
S 1.2854 -0.9816 -0.4983 0.9 -2.8 -0.7
Cl -1.1045 -1.4406 1.2587 0.8 0.1 -1.0
H -0.9622 -0.8124 -1.0721 1.8 -0.2 2.2
```
Positions in Å, forces in eV/Å.

Summary:
* highest occupied orbital energy: -11.01 eV
* relative energy (zero: lowest compared OMol25 entry of this formula, charge and spin): 21.9 kcal/mol
* LUMO: -0.9068 eV
* E: -34538.167 eV
* gap between HOMO and LUMO: 10.1 eV
* SMILES: O=[N+]([O-])S(=O)(=O)NCl



Below is an isolated ion of composition ClHNO2S and charge -1 at a distorted geometry, with properties calculated with ωB97M-V/def2-TZVPD.

The geometry in XYZ format:
```
6
Properties=species:S:1:pos:R:3:forces:R:3
N 0.2415 -1.0950 -0.0595 0.4 2.0 1.4
O -3.3471 0.4480 -1.6958 0.8 1.2 -1.0
O -1.9465 2.3325 -0.9727 0.1 -0.8 -1.3
S -2.1314 1.2583 -1.9671 -1.6 -0.1 2.0
Cl -1.2598 -0.7112 -0.7316 1.0 -1.4 0.2
H 0.6266 -2.0113 -0.1977 -0.9 -0.9 -1.3
```
Positions in Å, forces in eV/Å.

Summary:
* highest occupied orbital energy (spin up / spin down): -2.63 / -2.63 eV
* total charge: -1
* relative energy (zero: lowest compared OMol25 entry of this formula, charge and spin): 73.9 kcal/mol
* LUMO (spin up / spin down): 3.5577 / 3.5580 eV
* E: -28957.225 eV
* gap between HOMO and LUMO (spin up / spin down): 6.2 / 6.2 eV



Below is an isolated ion of composition ClHNO2S and charge -1 at a distorted geometry, with properties calculated with ωB97M-V/def2-TZVPD.

The geometry in XYZ format:
```
6
Properties=species:S:1:pos:R:3:forces:R:3
N 0.4035 -0.0512 -0.8312 -0.2 1.7 0.7
O 0.2439 1.2354 1.3910 0.2 0.0 0.4
O -0.0658 -1.2183 1.5970 0.5 0.1 -0.4
S -0.4590 0.0385 0.9375 -0.7 0.2 -0.6
Cl -0.6421 0.9858 -1.9212 0.9 -1.4 0.7
H 0.5194 -0.9903 -1.1731 -0.8 -0.5 -0.7
```
Positions in Å, forces in eV/Å.

Summary:
* highest occupied orbital energy: -3.88 eV
* total charge: -1
* relative energy (zero: lowest compared OMol25 entry of this formula, charge and spin): 31.4 kcal/mol
* LUMO: 3.7671 eV
* E: -28959.070 eV
* gap between HOMO and LUMO: 7.6 eV



Below is an isolated ion of composition ClHNO2S and charge -1 at a distorted geometry, with properties calculated with ωB97M-V/def2-TZVPD.

The geometry in XYZ format:
```
6
Properties=species:S:1:pos:R:3:forces:R:3
N -0.5022 0.4831 -0.3333 0.6 -1.6 -2.1
O -1.3774 2.4274 0.8397 0.0 -0.6 0.7
O -0.0509 0.6517 2.0465 0.3 0.5 1.7
S -0.8953 1.0719 0.9750 -0.3 0.1 -0.4
Cl -2.7313 -0.1250 1.5477 0.0 0.4 0.1
H -0.0656 -0.4566 -0.1904 -0.6 1.2 0.0
```
Positions in Å, forces in eV/Å.

Summary:
* highest occupied orbital energy: -5.05 eV
* total charge: -1
* relative energy (zero: lowest compared OMol25 entry of this formula, charge and spin): 0.6 kcal/mol
* LUMO: 4.0685 eV
* E: -28960.404 eV
* gap between HOMO and LUMO: 9.1 eV
* SMILES: N=[S@](=O)([O-])Cl



Below is ClLi2 as an isolated structure, with properties calculated with ωB97M-V/def2-TZVPD.

The geometry in XYZ format:
```
3
Properties=species:S:1:pos:R:3:forces:R:3
Li -0.5881 -0.4419 2.0496 0.5 0.1 -0.6
Li -0.0970 0.5370 -2.1232 0.3 -0.2 0.8
Cl 0.6850 -0.0951 0.0736 -0.8 0.1 -0.1
```
Positions in Å, forces in eV/Å.

Summary:
* highest occupied orbital energy: -14.38 eV
* total charge: +1
* relative energy (zero: lowest compared OMol25 entry of this formula, charge and spin): 0.0 kcal/mol
* LUMO: -4.3947 eV
* E: -12928.802 eV
* gap between HOMO and LUMO: 10.0 eV



Below is ClMg as an isolated structure, with properties calculated with ωB97M-V/def2-TZVPD.

The geometry in XYZ format:
```
2
Properties=species:S:1:pos:R:3:forces:R:3
Mg -0.2218 -0.3729 1.1416 0.0 0.1 -0.2
Cl 0.2218 0.3729 -1.1416 0.0 -0.1 0.2
```
Positions in Å, forces in eV/Å.

Summary:
* highest occupied orbital energy (spin up / spin down): -24.50 / -23.99 eV
* spin multiplicity: 2
* total charge: +2
* relative energy (zero: lowest compared OMol25 entry of this formula, charge and spin): 0.1 kcal/mol
* LUMO (spin up / spin down): -14.2097 / -16.0101 eV
* E: -17943.825 eV
* gap between HOMO and LUMO (spin up / spin down): 10.3 / 8.0 eV
* ⟨S²⟩: 0.753



Below is ClMg2 as an isolated structure, with properties calculated with ωB97M-V/def2-TZVPD.

The geometry in XYZ format:
```
3
Properties=species:S:1:pos:R:3:forces:R:3
Mg -4.6371 12.5208 -15.1818 0.0 -0.1 0.0
Mg -3.8812 16.6689 -13.3239 0.0 0.2 0.1
Cl -4.5616 14.5170 -13.9378 0.0 -0.1 -0.1
```
Positions in Å, forces in eV/Å.

Summary:
* highest occupied orbital energy: -26.25 eV
* total charge: +3
* relative energy (zero: lowest compared OMol25 entry of this formula, charge and spin): 0.0 kcal/mol
* LUMO: -16.3732 eV
* E: -23378.374 eV
* gap between HOMO and LUMO: 9.9 eV